DFT (ωB97M-V with the def2-TZVPD basis set) results for a structure of composition C27H46Cl3O2PPb.

Each line ends with the Mulliken charge.
Cartesian coordinates (Å):
Pb: 2.40 2.24 3.12  0.8741
P: -0.32 0.45 -0.62  0.6743
Cl: -0.14 2.36 2.83  -0.4447
C: -1.18 -0.36 0.74  1.5435
H: -0.29 -0.79 1.44  -2.6050
H: -1.47 0.43 1.51  0.8743
C: 1.48 0.63 -0.52  0.6827
C: -1.08 2.09 -0.63  0.8644
C: 2.17 0.77 -1.89  -1.0165
H: 1.61 1.60 0.01  0.7933
C: 3.68 1.09 -1.75  -0.8931
H: 2.09 -0.17 -2.46  0.2964
H: 1.70 1.54 -2.51  0.3277
C: 4.40 0.13 -0.79  -0.8270
H: 4.16 1.06 -2.74  0.3791
H: 3.78 2.13 -1.38  0.3701
C: 3.65 -0.12 0.52  -0.5038
H: 4.55 -0.83 -1.31  0.3600
H: 5.41 0.52 -0.57  0.4415
C: 2.17 -0.46 0.30  1.1905
H: 4.14 -0.92 1.09  0.4517
H: 3.71 0.79 1.15  -0.1662
H: 2.06 -1.44 -0.18  0.1296
H: 1.71 -0.58 1.28  -1.4154
C: -0.85 -0.57 -2.01  -0.5112
C: -2.59 2.03 -0.95  -0.6957
H: -0.96 2.42 0.42  0.0065
C: -3.23 3.38 -0.63  -0.8244
H: -2.72 1.80 -2.02  0.1968
H: -3.07 1.21 -0.40  0.2401
C: -2.55 4.53 -1.38  -0.7221
H: -4.30 3.33 -0.87  0.4214
H: -3.14 3.54 0.46  0.3427
C: -1.02 4.53 -1.24  -0.8391
H: -2.81 4.46 -2.45  0.3059
H: -2.96 5.48 -1.03  0.3873
C: -0.41 3.15 -1.52  -0.5417
H: -0.59 5.28 -1.92  0.4109
H: -0.76 4.83 -0.22  0.3356
H: -0.54 2.90 -2.58  0.2528
H: 0.68 3.20 -1.34  0.2038
C: -0.04 -1.88 -1.97  -0.6026
H: -1.90 -0.81 -1.81  1.1806
C: -0.60 -2.91 -2.96  -0.7936
H: 1.01 -1.68 -2.21  0.2892
H: -0.01 -2.33 -0.96  -0.5848
C: -0.86 -2.31 -4.36  -0.7400
H: 0.11 -3.74 -3.03  0.4014
H: -1.53 -3.32 -2.56  0.4162
C: -1.55 -0.94 -4.35  -0.9481
H: 0.10 -2.21 -4.88  0.3143
H: -1.46 -3.02 -4.94  0.4144
C: -0.83 0.05 -3.41  -0.4112
H: -1.62 -0.53 -5.36  0.4065
H: -2.59 -1.07 -3.99  0.3971
H: 0.20 0.22 -3.77  0.2313
H: -1.34 1.02 -3.44  0.1778
C: 1.32 -4.32 1.59  -0.6052
C: -2.28 -1.10 0.48  -1.0505
H: 1.35 -3.83 0.45  0.2581
C: -2.54 -2.06 1.89  -0.9724
H: -2.04 -1.89 -0.16  -0.1176
C: -1.55 -2.01 3.11  0.4034
H: -3.51 -1.57 2.10  0.4052
H: -2.79 -3.16 1.68  0.2646
C: -0.67 -3.19 3.31  -0.9301
H: -1.01 -1.08 3.12  -0.1386
H: -2.20 -1.87 3.97  0.5022
C: 0.71 -3.18 2.52  0.4745
H: -0.49 -3.33 4.39  0.3807
H: -1.14 -4.13 3.03  0.3297
H: 0.87 -2.09 2.47  -0.5732
H: 1.46 -3.49 3.34  0.3661
Cl: 1.65 0.08 7.68  -0.1472
C: 1.02 -0.41 6.09  0.3291
Cl: -0.73 -0.21 5.94  -0.1070
C: 1.72 0.40 5.02  0.4984
O: 1.75 0.03 3.79  -0.5290
O: 2.16 1.67 5.31  -0.7463
H: 1.29 -1.46 5.92  0.2050

Properties
Orbital gap in eV: 4.022
LUMO in eV: -1.047
ΔE to the lowest compared entry with this formula, charge and spin in kcal per mole: 133.6
E_HOMO in eV: -5.0685

***

DFT (ωB97M-V with the def2-TZVPD basis set) results for the molecule C5H14N2.

Each line ends with the Mulliken charge.
Cartesian coordinates (Å):
C: -0.80 -1.39 -1.20  -1.0193
C: -1.46 -0.30 -0.41  -0.1566
C: -2.52 -0.89 0.66  -1.1195
N: -0.42 0.38 0.45  -0.3454
C: 0.49 1.41 -0.15  -0.2409
C: 2.03 1.26 0.22  -0.6588
N: 2.64 -0.13 0.53  -0.6075
H: -1.60 -1.81 -1.85  0.3714
H: -0.40 -2.30 -0.61  0.2527
H: -0.09 -0.91 -1.84  0.3418
H: -1.97 0.52 -0.90  0.4016
H: -2.93 -0.03 1.28  0.3118
H: -1.95 -1.72 1.15  0.2781
H: -3.33 -1.44 0.11  0.3357
H: 0.02 -0.44 0.93  0.2382
H: 0.13 2.49 -0.10  0.2426
H: 0.53 1.03 -1.21  0.1791
H: 2.61 1.67 -0.63  0.3712
H: 2.38 1.82 1.12  0.3000
H: 2.63 -0.66 -0.26  0.2434
H: 2.01 -0.53 1.21  0.2805

Properties
Orbital gap in eV: 9.399
LUMO in eV: 1.019
ΔE to the lowest compared entry with this formula, charge and spin in kcal per mole: 48.0
E_HOMO in eV: -8.3793

***

DFT (ωB97M-V with the def2-TZVPD basis set) results for a structure of composition C4H2BrNO.

Each line ends with the Mulliken charge.
Cartesian coordinates (Å):
C: 0.24 -2.16 0.17  0.4086
C: -0.97 -1.88 0.07  -0.4275
C: -0.13 2.02 -0.01  0.0168
C: 0.10 0.55 -0.02  -0.1355
N: 1.47 -1.96 -0.01  -0.5333
O: 0.62 2.97 0.10  -0.4323
Br: 1.83 -0.09 0.00  0.3707
H: -1.99 -1.77 -0.14  0.4005
H: -1.17 2.32 -0.16  0.3320

Properties
Orbital gap (spin up / spin down) in eV: 5.689 / 5.688
LUMO (spin up / spin down) in eV: -2.776 / -2.773
ΔE to the lowest compared entry with this formula, charge and spin in kcal per mole: 188.0
E_HOMO (spin up / spin down) in eV: -8.4649 / -8.4616

***

DFT (ωB97M-V with the def2-TZVPD basis set) results for a cluster of 6 separate species, C15H30O12S3 in total.

Each line ends with the Mulliken spin population.
Cartesian coordinates (Å):
C: 0.45 4.42 0.73  0.1726
C: 0.57 3.21 1.63  0.0645
O: 1.83 2.74 1.29  0.0147
C: 2.44 3.51 0.46  0.0746
O: 3.58 3.25 0.11  -0.0120
O: 1.74 4.53 0.19  -0.0968
H: 0.05 5.32 1.19  -0.0104
H: -0.22 4.31 -0.12  -0.0170
H: -0.05 2.34 1.43  0.0089
H: 0.49 3.45 2.69  -0.0004
C: -4.10 0.04 -3.80  0.3700
C: -3.31 0.66 -2.61  -0.1104
O: -2.59 -0.38 -2.04  -0.0714
C: -3.04 -1.56 -2.53  0.0899
O: -2.50 -2.63 -2.10  -0.0389
O: -3.82 -1.33 -3.54  -0.1143
H: -3.49 0.32 -4.66  -0.0100
H: -5.09 0.46 -3.94  -0.0389
H: -3.96 1.22 -1.93  -0.1453
H: -2.60 1.33 -3.09  0.0401
C: -0.28 -0.44 1.21  -0.0567
C: 0.27 -1.26 0.06  0.1324
O: 0.30 -2.60 0.52  -0.0336
C: 0.04 -2.62 1.87  -0.0238
O: -0.01 -3.57 2.54  0.0012
O: -0.44 -1.39 2.25  -0.0133
H: -1.12 0.21 0.98  0.0158
H: 0.56 0.22 1.43  -0.0016
H: 1.26 -0.94 -0.26  0.0336
H: -0.44 -1.24 -0.77  -0.0245
C: -0.51 0.74 7.27  0.0011
S: -0.88 -1.02 7.18  0.0015
O: -2.18 -1.08 8.06  -0.0001
C: -1.21 -1.08 5.37  -0.0052
H: 0.48 0.96 6.88  -0.0001
H: -0.45 0.88 8.35  -0.0001
H: -1.28 1.35 6.80  -0.0002
H: -1.83 -0.21 5.16  0.0010
H: -1.37 -2.10 5.00  0.0002
H: -0.36 -0.71 4.80  -0.0017
C: 3.77 -5.06 -3.77  0.0075
S: 2.02 -4.67 -3.55  0.0201
O: 1.25 -5.99 -3.36  -0.0040
C: 1.93 -3.80 -1.88  0.0309
H: 3.81 -5.65 -4.68  -0.0030
H: 4.15 -5.63 -2.92  -0.0009
H: 4.22 -4.07 -3.87  -0.0003
H: 1.09 -4.23 -1.33  0.0009
H: 1.73 -2.74 -2.01  -0.0114
H: 2.81 -4.00 -1.26  -0.0002
C: 1.70 1.63 -2.68  0.7496
S: -0.09 1.97 -2.25  -0.0754
O: -0.19 1.82 -0.72  0.1238
C: -0.28 3.77 -2.80  -0.9423
H: 2.31 2.51 -2.48  -0.0152
H: 1.66 1.47 -3.76  0.0017
H: 2.08 0.88 -1.99  -0.0811
H: -0.11 3.91 -3.86  0.2549
H: 0.48 4.37 -2.30  0.1344
H: -1.27 4.18 -2.62  0.6145

Properties
Orbital gap (spin up / spin down) in eV: 2.090 / 8.910
2S+1: 2
Charge: -1
LUMO (spin up / spin down) in eV: 2.026 / 2.007
E_HOMO (spin up / spin down) in eV: -0.0646 / -6.9028

***

DFT (ωB97M-V with the def2-TZVPD basis set) results for a structure of composition C25H34MnNO7Sb.

Each line ends with the Mulliken spin population.
Cartesian coordinates (Å):
Mn: -0.52 -0.26 -2.16  4.2448
O: -0.84 -1.62 -6.19  0.0018
C: -0.85 -1.38 -4.90  0.0032
O: -0.39 -0.38 -4.38  0.0284
C: -1.49 -2.50 -4.11  0.0014
O: -1.43 -2.19 -2.74  0.0111
C: -2.68 -2.19 -2.01  0.0015
C: -3.25 -0.78 -1.89  0.0125
O: -4.42 -0.61 -1.65  0.0038
O: -2.37 0.19 -2.04  0.0025
H: -0.41 -0.88 -6.66  0.0000
H: -0.94 -3.42 -4.31  0.0012
H: -2.51 -2.64 -4.46  -0.0006
H: -2.45 -2.57 -1.01  -0.0051
H: -3.40 -2.85 -2.49  0.0002
C: -2.26 -0.67 3.97  0.0002
C: -0.85 -0.59 3.45  -0.0003
C: -0.08 0.55 3.72  0.0002
C: 1.21 0.67 3.23  -0.0007
C: 1.77 -0.37 2.51  0.0054
C: 1.03 -1.52 2.26  0.0040
N: 1.61 -2.64 1.59  0.0052
C: 2.71 -2.48 0.74  0.0038
C: 3.90 -3.16 1.03  -0.0026
C: 5.01 -3.03 0.22  0.0027
C: 4.98 -2.20 -0.90  -0.0010
C: 3.80 -1.55 -1.21  -0.0006
C: 2.65 -1.70 -0.43  0.0050
C: 1.40 -1.13 -0.95  -0.0157
O: 0.27 -1.31 -0.44  0.0442
O: 1.45 -0.44 -2.05  0.0025
C: -0.29 -1.63 2.70  -0.0034
C: -1.08 -2.87 2.36  0.0001
H: -2.49 0.20 4.59  -0.0001
H: -2.41 -1.56 4.58  0.0000
H: -2.99 -0.71 3.16  0.0001
H: -0.51 1.34 4.32  0.0000
H: 1.80 1.55 3.46  -0.0003
H: 2.80 -0.31 2.17  0.0000
H: 1.71 -3.44 2.21  -0.0008
H: 3.94 -3.77 1.92  0.0000
H: 5.92 -3.56 0.48  0.0002
H: 5.85 -2.08 -1.52  0.0000
H: 3.74 -0.94 -2.10  0.0033
H: -0.80 -3.22 1.37  -0.0002
H: -2.15 -2.68 2.38  -0.0001
H: -0.88 -3.68 3.06  0.0000
C: -1.70 2.84 1.85  -0.0111
C: -1.76 1.74 0.80  -0.0260
Sb: -0.43 2.01 -0.83  -0.2535
C: 1.47 2.57 -0.05  -0.0423
C: 1.58 4.07 0.23  -0.0140
C: -1.16 3.61 -2.05  -0.0224
C: -1.87 4.71 -1.26  -0.0117
H: -2.37 2.59 2.68  -0.0030
H: -2.02 3.81 1.45  0.0012
H: -0.70 2.95 2.26  0.0014
H: -2.76 1.63 0.36  0.0016
H: -1.47 0.77 1.21  0.0179
H: 2.20 2.24 -0.79  -0.0006
H: 1.60 1.97 0.84  0.0092
H: 1.43 4.67 -0.67  -0.0001
H: 2.57 4.30 0.62  -0.0031
H: 0.86 4.40 0.98  0.0007
H: -1.83 3.14 -2.76  0.0008
H: -0.30 3.99 -2.60  -0.0005
H: -2.74 4.32 -0.74  0.0008
H: -2.21 5.49 -1.94  -0.0025
H: -1.21 5.18 -0.52  -0.0002

Properties
Orbital gap (spin up / spin down) in eV: 5.798 / 7.754
2S+1: 5
Charge: +1
LUMO (spin up / spin down) in eV: -4.610 / -2.655
E_HOMO (spin up / spin down) in eV: -10.4079 / -10.4090

***

DFT (ωB97M-V with the def2-TZVPD basis set) results for a structure of composition CuH14O7.

Each line ends with the Mulliken charge.
Cartesian coordinates (Å):
Cu: -0.26 0.08 -0.06  0.4771
O: 0.03 -0.81 -2.86  -0.6073
H: 0.04 0.12 -3.08  0.2964
H: -0.68 -1.25 -3.33  0.2885
O: 0.82 -2.45 1.96  -0.6293
H: 0.11 -3.01 2.28  0.2982
H: 0.49 -1.56 1.82  0.3781
O: -1.35 -1.52 0.00  -0.4186
H: -1.34 -1.97 0.86  0.2670
H: -1.48 -2.22 -0.63  0.2766
O: -0.36 0.23 1.93  -0.6661
H: 0.05 1.09 2.17  0.3271
H: -1.31 0.40 1.97  0.3337
O: 1.63 -0.20 -0.51  -0.4343
H: 2.13 0.32 0.12  0.3575
H: 2.03 0.01 -1.35  0.2642
O: -1.23 1.26 -1.09  -0.5565
H: -2.10 0.88 -1.23  0.3657
H: -1.33 2.07 -0.56  0.3416
O: 1.26 2.50 0.62  -0.5085
H: 1.19 2.90 -0.23  0.2814
H: 1.66 3.15 1.17  0.2676

Properties
Orbital gap in eV: 8.147
Charge: +1
LUMO in eV: -3.587
ΔE to the lowest compared entry with this formula, charge and spin in kcal per mole: 26.2
E_HOMO in eV: -11.7345

***

| no. | DFT total energy (Eh) | largest force on an atom (eV/Å) |
| --- | --- | --- |
| 1 | -3121.37780 | 7.9 |
| 2 | -308.34655 | 4.4 |
| 3 | -2857.27282 | 2.4 |
| 4 | -2686.81095 | 5.4 |
| 5 | -2945.59378 | 0.4 |
| 6 | -2175.30539 | 2.6 |